Record 1
{"formula": "C29H26BiBr2N2S5Sb", "method": "ωB97M-V/def2-TZVPD", "energy_ev": -240117.617, "de_lowest_kcal_mol": 10.0, "homo_ev": -1.1064, "total_charge": -2, "homo_lumo_gap_ha": 0.179, "molar_mass_da": 1053.4, "symbols": ["Bi", "C", "C", "C", "C", "C", "C", "H", "H", "H", "H", "H", "H", "Br", "C", "Br", "H", "H", "S", "Sb", "S", "S", "S", "C", "C", "C", "C", "C", "C", "C", "C", "C", "C", "C", "C", "C", "C", "C", "H", "H", "H", "H", "H", "H", "H", "H", "H", "H", "N", "C", "S", "N", "C", "C", "C", "C", "C", "C", "H", "H", "H", "H", "H", "H", "H", "H"], "positions_angstrom": [[-2.685289, 1.163280, 0.446150], [-3.162385, -1.720931, 2.587155], [-1.798893, -1.780548, 2.333617], [-0.935329, -0.902264, 2.980447], [-1.436345, 0.034303, 3.873714], [-2.802355, 0.096719, 4.123443], [-3.664407, -0.780201, 3.480357], [-3.841300, -2.376564, 2.058101], [-1.410173, -2.478020, 1.603113], [0.124895, -0.924108, 2.761932], [-0.766175, 0.738833, 4.352286], [-3.194506, 0.850768, 4.795126], [-4.732651, -0.709047, 3.641370], [-5.283743, 3.651625, 1.785811], [-4.364436, 4.246377, 3.371778], [-2.448298, 3.963686, 3.328243], [-4.747176, 3.701480, 4.225468], [-4.519327, 5.311787, 3.483351], [-5.779925, 0.445388, -3.732338], [-5.473477, 1.392817, -1.709792], [-3.328841, 2.541569, -1.585143], [-4.814679, -0.212266, -0.031276], [-7.057675, 2.781359, -0.854866], [-1.263250, -0.113067, -0.578942], [-0.302259, -0.691219, -1.070660], [0.804935, -1.269058, -1.726196], [1.607555, -2.231804, -1.009704], [1.438862, -2.396680, 0.385475], [2.167910, -3.311561, 1.115843], [3.115140, -4.130270, 0.503243], [3.281821, -4.010259, -0.871300], [2.549045, -3.096877, -1.612896], [1.057621, -0.792127, -3.073663], [0.004606, -0.235201, -3.842355], [0.219179, 0.308298, -5.095212], [1.491141, 0.332173, -5.662608], [2.542805, -0.199387, -4.927841], [2.339627, -0.745962, -3.669813], [0.720937, -1.757185, 0.881460], [2.003622, -3.379492, 2.186708], [3.693108, -4.844870, 1.076538], [3.988169, -4.654315, -1.386159], [2.678998, -3.079352, -2.686076], [-0.997378, -0.243814, -3.428214], [-0.626959, 0.715069, -5.637652], [1.656015, 0.760667, -6.643246], [3.549742, -0.176355, -5.332382], [3.195169, -1.114947, -3.119681], [0.110703, 2.706536, -2.079658], [0.588738, 2.592796, -0.821568], [-0.034070, 3.565915, 0.404818], [1.600883, 1.705024, -0.711260], [2.252620, 1.157183, 0.409127], [1.798700, 1.236051, 1.721518], [2.518603, 0.608366, 2.730570], [3.671000, -0.110520, 2.455227], [4.108257, -0.205396, 1.140605], [3.409848, 0.427698, 0.130775], [-0.772108, 3.190763, -2.154712], [0.209497, 1.915588, -2.706508], [1.773937, 1.159407, -1.548651], [0.892092, 1.775194, 1.943134], [2.152894, 0.673379, 3.749245], [4.208890, -0.612795, 3.249664], [4.980847, -0.797222, 0.894259], [3.734994, 0.333585, -0.899299]], "forces_ev_per_angstrom": [[0.029, -0.078, -0.157], [0.011, 0.023, 0.011], [0.003, 0.020, 0.027], [0.000, 0.013, 0.021], [0.005, -0.002, -0.006], [-0.011, -0.007, 0.005], [-0.005, 0.018, 0.012], [0.003, 0.008, -0.015], [-0.001, -0.002, 0.000], [-0.004, -0.012, 0.003], [0.001, 0.003, 0.001], [0.001, 0.000, 0.001], [-0.001, 0.000, -0.008], [0.001, -0.004, 0.019], [-0.013, -0.009, -0.001], [0.007, 0.007, -0.005], [0.006, -0.007, -0.003], [-0.006, -0.001, 0.004], [-0.007, 0.006, -0.010], [0.003, 0.000, 0.021], [0.036, 0.033, 0.031], [-0.034, 0.021, 0.007], [-0.014, 0.000, 0.010], [0.008, -0.016, 0.092], [-0.031, -0.001, -0.108], [0.056, 0.046, 0.026], [-0.008, 0.002, -0.022], [0.015, 0.006, 0.009], [0.004, 0.010, 0.006], [0.006, -0.003, -0.001], [-0.002, 0.001, 0.001], [0.006, 0.003, 0.005], [0.000, 0.000, 0.033], [-0.018, 0.030, 0.020], [-0.005, 0.009, 0.005], [0.014, 0.001, -0.006], [0.006, 0.006, -0.010], [0.005, -0.001, 0.013], [-0.009, 0.008, 0.008], [0.000, 0.000, 0.000], [0.000, -0.001, 0.000], [0.001, 0.000, -0.001], [0.002, -0.001, -0.004], [0.010, 0.007, -0.002], [0.000, -0.001, -0.002], [0.003, -0.001, -0.001], [0.001, 0.000, -0.001], [0.007, 0.002, 0.005], [-0.056, 0.001, -0.048], [-0.003, 0.011, 0.061], [0.007, -0.028, -0.014], [-0.010, -0.038, -0.019], [0.001, -0.017, 0.013], [0.006, 0.012, -0.009], [0.010, 0.008, -0.006], [-0.006, -0.006, 0.002], [-0.004, -0.011, -0.004], [-0.007, -0.010, 0.003], [0.003, -0.011, 0.016], [-0.007, -0.030, -0.021], [-0.007, -0.009, -0.004], [-0.003, 0.003, 0.000], [-0.002, 0.000, 0.001], [-0.001, 0.000, -0.001], [0.000, 0.000, 0.000], [0.001, -0.008, -0.005]]}

Record 2
{"formula": "C29H26ClN2O3PPdS2", "method": "ωB97M-V/def2-TZVPD", "energy_ev": -86577.836, "spin_multiplicity": 3, "de_lowest_kcal_mol": 11.3, "homo_ev": [-7.4362, -7.4914], "total_charge": 0, "homo_lumo_gap_ha": [0.288, 0.257], "molar_mass_da": 687.5, "symbols": ["Pd", "Cl", "C", "C", "C", "C", "C", "C", "P", "C", "C", "C", "C", "C", "C", "C", "C", "C", "C", "C", "C", "H", "H", "H", "H", "H", "H", "H", "H", "H", "H", "H", "H", "H", "H", "O", "C", "C", "C", "C", "C", "C", "C", "O", "N", "N", "C", "S", "C", "C", "S", "H", "H", "H", "H", "H", "H", "H", "H", "H", "C", "O", "H", "H", "H"], "positions_angstrom": [[-0.227352, -0.022953, -0.120099], [-0.498653, 0.784735, -2.415420], [-1.625337, -0.296359, -3.164170], [-2.422883, 0.169258, -4.192925], [-3.309955, -0.699904, -4.807416], [-3.387755, -2.021506, -4.395220], [-2.586542, -2.473742, -3.359357], [-1.690586, -1.618527, -2.721337], [-0.708607, -2.086608, -1.257140], [-1.180203, -3.826765, -1.002290], [-0.415727, -4.906579, -1.430307], [-0.850701, -6.200572, -1.182864], [-2.041785, -6.423213, -0.507805], [-2.802471, -5.348627, -0.066535], [-2.367399, -4.055600, -0.303620], [1.000370, -2.210370, -1.912158], [1.300362, -2.250714, -3.270675], [2.620775, -2.311235, -3.692070], [3.648715, -2.340787, -2.761045], [3.358237, -2.308966, -1.404116], [2.040540, -2.240249, -0.979661], [-2.355003, 1.204308, -4.500341], [-3.939579, -0.341976, -5.611018], [-4.079227, -2.701222, -4.875222], [-2.645054, -3.503604, -3.032878], [0.514283, -4.733729, -1.957224], [-0.249951, -7.036932, -1.516211], [-2.374645, -7.435818, -0.320017], [-3.724899, -5.516313, 0.473886], [-2.944481, -3.208718, 0.051603], [0.496085, -2.229079, -3.996757], [2.843229, -2.328161, -4.751369], [4.677157, -2.394505, -3.094357], [4.156560, -2.320684, -0.673680], [1.815554, -2.212258, 0.080143], [1.075901, -2.692022, 3.421444], [1.699847, -1.726655, 4.124757], [2.322763, -2.099540, 5.316221], [2.954214, -1.156924, 6.100806], [2.981833, 0.178814, 5.711527], [2.382787, 0.555145, 4.527331], [1.742158, -0.380151, 3.711983], [1.144023, 0.045042, 2.422330], [0.444135, -0.818905, 1.750857], [1.366345, 1.274428, 2.046202], [0.819133, 1.621027, 0.832270], [0.812035, 2.882722, 0.629351], [1.508235, 3.968332, 1.832164], [1.017207, 5.482642, 0.946042], [1.031442, 5.200383, -0.539804], [0.151851, 3.629482, -0.803803], [0.616504, -2.237441, 2.680461], [2.283872, -3.143354, 5.600412], [3.417098, -1.464723, 7.030114], [3.475645, 0.914850, 6.332449], [2.397431, 1.584732, 4.197793], [1.732451, 6.262170, 1.204948], [0.021452, 5.769132, 1.281317], [2.047024, 5.100270, -0.920382], [0.504565, 5.967362, -1.105367], [-2.969496, -0.310942, 0.886149], [-2.199662, 0.659818, 0.270463], [-3.787823, 0.169177, 1.443245], [-2.405154, -0.905403, 1.622668], [-3.429636, -1.015569, 0.165572]], "forces_ev_per_angstrom": [[-0.321, -0.249, 0.656], [0.032, 0.676, -0.798], [-0.303, -0.525, -0.052], [0.098, 0.181, 0.017], [-0.012, -0.081, -0.018], [-0.038, 0.013, -0.041], [0.145, 0.001, 0.074], [-0.071, 0.178, 0.047], [0.493, -0.271, -0.546], [-0.175, 0.169, 0.412], [0.012, 0.111, -0.073], [0.029, -0.039, -0.015], [-0.004, -0.014, -0.016], [-0.005, 0.002, 0.003], [0.039, 0.031, -0.017], [-0.044, -0.147, -0.007], [-0.073, 0.008, 0.056], [-0.034, 0.023, -0.043], [0.029, -0.035, -0.009], [0.004, 0.019, -0.019], [-0.072, -0.029, -0.024], [0.018, -0.013, 0.004], [0.000, 0.018, 0.013], [0.008, 0.003, -0.004], [-0.062, -0.008, -0.023], [0.001, -0.040, 0.016], [-0.016, -0.007, 0.000], [0.007, 0.004, 0.013], [0.002, -0.009, -0.007], [-0.015, -0.053, 0.023], [0.041, 0.004, -0.038], [0.018, -0.023, 0.007], [0.000, 0.032, 0.007], [-0.002, -0.030, -0.001], [-0.002, 0.048, 0.046], [-0.093, -0.003, -0.069], [0.039, 0.304, 0.055], [-0.038, -0.070, -0.035], [-0.043, -0.060, -0.026], [0.074, 0.085, 0.084], [0.019, -0.072, -0.002], [-0.012, -0.255, -0.006], [-0.143, 0.246, -0.241], [0.097, -0.124, 0.241], [0.314, -0.025, 0.483], [-0.345, 0.101, -0.220], [0.255, -0.015, 0.332], [-0.048, 0.073, -0.202], [0.026, -0.168, 0.137], [-0.034, -0.204, -0.101], [-0.054, 0.105, 0.011], [0.089, -0.029, -0.055], [-0.005, 0.018, 0.024], [0.028, 0.015, -0.010], [-0.025, 0.012, -0.016], [0.008, -0.003, 0.007], [-0.027, 0.030, 0.026], [0.003, 0.081, -0.036], [0.019, 0.051, 0.028], [-0.005, -0.002, -0.019], [-0.125, -0.103, 0.102], [0.264, -0.024, -0.081], [0.014, -0.003, -0.065], [-0.003, 0.038, -0.032], [0.025, 0.052, 0.040]]}